No. 1
Computed, not measured: a cluster of 3 separate species, C28H55N3O13P5 in total in a non-equilibrium geometry, with the ωB97M-V functional and the def2-TZVPD basis.

Results
Multiplicity: 1
E_LUMO (Ha): -0.1246
HOMO-LUMO gap (eV): 7.503
Net charge: +1

Last column: Löwdin charge in e.
Geometry (Å):
P  1.28102  -2.73282  -4.46377  0.655
P  7.17617  1.66897  1.11621  0.715
P  -2.72294  -5.19920  -0.10981  0.897
P  -4.37685  4.70726  0.37510  0.717
P  -2.34780  -0.62141  -3.92166  0.985
O  -5.54084  3.78722  1.13216  -0.223
O  2.60231  -3.76861  -4.17683  -0.168
O  -1.73869  -0.94486  -5.50755  -0.285
O  -4.17497  3.76635  -0.97197  -0.222
O  -3.17821  4.15992  1.15700  -0.253
O  6.94990  2.90330  2.27758  -0.199
O  1.53621  -1.74096  -5.61862  -0.315
O  -1.39654  0.69682  -3.31402  -0.302
O  -0.02807  -3.74356  -4.96128  -0.185
O  5.53116  1.73838  0.94634  -0.227
O  7.23622  0.59321  2.38674  -0.225
O  7.42838  0.64695  0.00316  -0.250
O  -5.64340  5.43237  -0.51484  -0.197
N  -2.00516  -1.97089  -2.80824  -0.113
N  -4.38783  -2.83253  -2.13487  0.098
N  -0.63379  -3.43646  -1.48680  -0.065
C  0.59772  -4.01417  -0.89037  -0.112
C  1.99287  -0.95277  2.56800  -0.051
C  0.17145  -1.82816  0.73871  -0.012
C  -6.51909  6.34660  0.12248  -0.296
C  -4.24465  -5.85236  -1.09207  -0.290
C  2.88432  -2.16490  2.15442  -0.050
C  -4.06653  -1.41528  0.03447  -0.028
C  -4.87575  -2.40996  -0.95687  -0.281
C  4.92338  1.49601  -0.31454  -0.299
C  9.22081  3.78995  2.28141  -0.082
C  -1.59313  -6.71020  0.03297  -0.327
C  -2.89873  -2.87545  -2.07003  -0.209
C  -6.35266  -2.82484  -0.43672  -0.039
C  8.03519  3.31164  3.09239  -0.298
C  -0.64297  -2.33156  -2.44191  -0.185
C  0.61429  -0.81291  1.85647  -0.040
C  -6.52150  4.53767  3.21455  -0.081
C  -2.88308  3.31601  -1.35172  -0.291
C  -2.67453  1.88853  -0.88324  -0.101
C  -5.78563  7.52219  0.73243  -0.081
C  2.43940  -3.17642  1.03941  -0.021
C  4.41080  0.06913  -0.37563  -0.076
C  -2.00649  -3.85412  -1.22181  -0.259
C  8.23580  -0.41660  2.45193  -0.298
C  -5.53428  3.60333  2.54259  -0.299
C  1.08807  -3.02817  0.28618  -0.144
C  0.75714  -1.73202  -2.90632  -0.106
C  9.36338  -0.00265  3.37737  -0.081
H  -7.12832  5.82622  0.86302  0.096
H  -3.85616  -0.41724  -0.47627  0.059
H  -7.52043  4.42545  2.78558  0.079
H  -5.06818  7.19326  1.49192  0.066
H  10.08438  -0.81448  3.49287  0.080
H  -7.20792  6.71324  -0.64313  0.128
H  8.93418  4.62792  1.64030  0.085
H  -2.83039  3.34921  -2.44390  0.114
H  -4.54346  3.74144  2.97937  0.102
H  -6.57703  4.33346  4.28575  0.081
H  -4.71504  -1.18779  0.96637  0.096
H  3.98742  -0.15168  -1.35923  0.069
H  -0.93975  -6.58311  0.98104  0.055
H  7.75699  -1.31707  2.84677  0.116
H  5.60955  1.71391  -1.13590  0.105
H  -2.10288  3.98163  -0.97614  0.109
H  3.16627  -4.02455  0.81637  0.098
H  4.08111  2.18719  -0.41258  0.116
H  -6.21981  5.57929  3.08325  0.065
H  1.45934  -4.01336  -1.66629  0.119
H  -6.49035  8.21308  1.19843  0.087
H  2.27568  -0.16823  3.34538  0.103
H  -5.16985  -5.20512  -0.95287  0.008
H  -0.85101  -6.73410  -0.84981  0.036
H  5.20298  -0.65392  -0.16721  0.076
H  -5.21970  8.06026  -0.03278  0.085
H  1.60004  -1.84976  -2.14033  0.103
H  0.50179  -5.09200  -0.53408  0.115
H  8.98004  0.26686  4.36478  0.079
H  -7.03441  -2.99977  -1.33383  0.095
H  -3.39513  1.22183  -1.36606  0.046
H  -5.83063  2.56788  2.73257  0.116
H  8.64133  -0.66983  1.47065  0.103
H  -0.95245  1.16380  -4.06564  0.089
H  -3.90302  -5.87240  -2.19906  0.058
H  -0.85909  -1.62497  0.28214  0.070
H  -0.07036  0.05625  2.13016  0.093
H  2.21831  -4.63569  -3.88183  0.074
H  10.02974  4.11219  2.93942  0.086
H  9.60048  2.99849  1.62640  0.066
H  -1.66624  1.54390  -1.11956  0.061
H  -2.27729  -1.72600  -5.79469  0.068
H  3.63862  -0.08918  0.38210  0.047
H  -6.77347  -2.05220  0.31362  0.094
H  8.31432  2.50675  3.77407  0.096
H  0.72568  -0.64590  -3.25012  0.102
H  7.67317  4.13384  3.71538  0.127
H  9.89217  0.86622  2.97894  0.065
H  -3.10969  -1.90455  0.45132  0.068
H  -6.20966  -3.79086  0.15993  0.081
H  -2.12809  -7.71607  0.07036  0.058
H  3.89204  -2.30437  2.67778  0.100
H  -4.43955  -6.96060  -0.82166  0.062
H  -2.83323  1.79027  0.19388  0.077
H  -0.04495  -4.55698  -4.40553  0.069



No. 2
Computed, not measured: a cluster of 2 separate species, C7H8 in total in a non-equilibrium geometry, with the ωB97M-V functional and the def2-TZVPD basis.

Results
Multiplicity: 1
ΔE to the lowest compared entry with this formula, charge and spin (kcal per mole): 174.2
E_LUMO (spin up / spin down) (Ha): -0.0247 / -0.0006
HOMO-LUMO gap (spin up / spin down) (eV): 7.667 / 7.921

Last column: Löwdin charge in e.
Geometry (Å):
C  0.16792  0.01302  -0.75462  -0.323
C  -0.57820  -0.09324  2.22455  0.098
C  0.52731  1.35273  -1.11711  -0.106
C  0.80815  2.46593  -1.46856  0.128
C  0.88480  -0.64717  0.16207  -0.162
C  -0.84473  -0.71716  -1.60180  -0.050
C  1.26346  -1.16796  1.24942  0.081
H  1.06464  3.46171  -1.76476  0.029
H  0.26196  0.60277  2.23118  0.017
H  -1.72621  -0.09258  -1.76435  0.084
H  -1.03100  -0.75497  1.51772  -0.015
H  2.02883  -1.75839  1.72271  0.045
H  -1.27139  -0.06045  3.06707  0.004
H  -0.41306  -0.94939  -2.58256  0.087
H  -1.14248  -1.65484  -1.12097  0.083



No. 3
Computed, not measured: a structure of composition C13H24BaNO12 in a non-equilibrium geometry, with the ωB97M-V functional and the def2-TZVPD basis.

Results
Multiplicity: 1
ΔE to the lowest compared entry with this formula, charge and spin (kcal per mole): 74.3
E_LUMO (Ha): 0.0337
HOMO-LUMO gap (eV): 5.670
Net charge: -1

Last column: Löwdin charge in e.
Geometry (Å):
Ba  -1.41677  -2.11753  3.23647  2.152
O  -0.72771  -3.94853  1.02602  -0.162
O  -3.10021  -0.06984  2.13681  -0.152
O  -0.16292  -0.01445  4.67713  -0.114
O  1.51686  1.30418  4.12746  0.075
O  -4.03883  -0.92756  3.87032  -0.127
O  -1.63216  -3.67180  5.33101  -0.246
O  -1.91328  -5.76717  0.45893  0.071
O  -0.46651  -5.27432  6.42060  0.076
O  0.36229  -3.97428  4.70339  -0.101
O  -5.09597  0.74972  2.83336  0.074
O  -2.72656  -4.12715  1.80297  -0.119
O  0.45608  -0.09094  2.63020  -0.164
N  0.94048  1.57277  -2.56431  -0.236
C  1.28590  1.46253  -4.02567  -0.117
C  2.02983  2.10199  -1.63513  -0.083
C  -0.68043  -1.23161  -0.32378  -0.100
C  3.14562  3.16865  -3.55334  -0.182
C  -0.38633  2.43436  -2.52978  0.061
C  2.59805  3.45046  -2.13531  -0.160
C  -1.81432  -4.58951  1.12708  -0.879
C  0.60690  0.35758  3.78263  -0.896
C  0.55110  0.15863  -2.07608  -0.127
C  -0.42745  0.13786  -0.92427  -0.237
C  2.02817  2.74499  -4.51643  -0.159
C  -4.06266  -0.10342  2.92910  -0.889
C  -0.56722  -4.33983  5.44170  -0.881
H  2.53053  2.45869  -5.44229  0.114
H  0.12277  -0.31787  -2.95961  0.132
H  0.28232  -1.62660  0.01582  0.081
H  1.32788  3.54130  -4.76554  0.113
H  3.43605  3.68757  -1.47827  0.120
H  -1.28606  -4.81512  6.74240  0.107
H  1.89875  1.37462  3.23560  0.088
H  3.85512  2.35197  -3.42478  0.119
H  -0.00029  3.42447  -2.76172  0.087
H  -0.77527  2.47851  -1.51640  0.102
H  1.64025  2.24245  -0.62824  0.141
H  3.58421  4.13275  -3.81113  0.114
H  -1.40525  0.44009  -1.30446  0.112
H  -1.00362  -2.01384  -1.01230  0.089
H  2.76338  1.29754  -1.65041  0.136
H  1.93588  0.58789  -3.99879  0.136
H  1.40409  -0.47423  -1.82152  0.140
H  -0.99108  -5.78085  0.15864  0.094
H  -0.12246  0.73665  -0.06318  0.117
H  -1.28779  -1.25230  0.56721  0.021
H  1.89918  4.27939  -2.02854  0.113
H  -1.07211  1.97295  -3.23228  0.112
H  0.47175  1.39380  -4.74281  0.133
H  -5.51019  0.48443  3.67152  0.103



No. 4
Computed, not measured: an isolated molecule of C27H36N2O3, with the ωB97M-V functional and the def2-TZVPD basis.

Results
Multiplicity: 1
SMILES: CCCCC[C@H]1CN(CCc2ccccc2)C(=O)[C@@H]1CC(=O)NCc1ccc(OC)cc1
ΔE to the lowest compared entry with this formula, charge and spin (kcal per mole): 0.0
E_LUMO (Ha): 0.0228
HOMO-LUMO gap (eV): 9.190

Last column: Löwdin charge in e.
Geometry (Å):
O  -4.27070  -3.16643  -1.06416  -0.086
O  -1.96395  3.38202  -0.92881  0.057
O  -1.03241  1.18498  3.06658  0.053
N  -2.92253  2.67751  0.98926  0.093
N  -0.64039  0.10661  1.10282  -0.022
C  0.73003  1.64573  -0.04885  -0.225
C  3.41148  -2.22211  1.12339  -0.099
C  4.33518  0.65489  -1.16663  -0.224
C  0.22915  2.25762  1.26980  -0.163
C  -0.66140  3.49633  1.09273  -0.042
C  -4.22105  -1.83167  -0.79316  -0.294
C  3.71288  -1.59889  2.32188  -0.099
C  -4.79402  -0.10795  0.78954  -0.036
C  -4.18584  2.30870  0.37579  -0.120
C  4.90336  0.86985  -3.64129  -0.114
C  1.05633  -2.09453  1.63182  -0.236
C  -1.28492  -1.13239  1.45182  -0.115
C  -4.22042  0.85820  -0.02912  -0.213
C  -1.89834  3.17826  0.26791  -0.497
C  -3.63988  -0.87037  -1.61349  -0.020
C  -3.64623  0.45967  -1.22727  -0.040
C  -3.72570  -3.62738  -2.27595  -0.090
C  2.22994  1.34718  0.02871  -0.158
C  -0.10889  0.36761  -0.21209  -0.068
C  4.95910  -0.00654  -2.39548  -0.271
C  2.68817  -1.22948  3.17709  -0.076
C  2.82669  0.86139  -1.29009  -0.203
C  2.09211  -2.46072  0.78115  -0.054
C  1.37025  -1.47985  2.83835  -0.034
C  -0.54830  1.14040  1.94981  -0.456
C  -4.79976  -1.43505  0.41427  -0.015
C  -0.37349  -2.35138  1.23733  -0.112
H  -0.09751  4.27453  0.57624  0.130
H  4.74094  -1.40210  2.58842  0.102
H  -4.98903  2.52893  1.08321  0.124
H  2.36553  -0.08313  -1.58474  0.109
H  4.81952  1.61818  -0.99151  0.115
H  2.91567  -0.74279  4.11405  0.105
H  -5.24666  -2.19127  1.03994  0.120
H  -4.29293  2.94155  -0.50953  0.126
H  -0.40734  -2.65377  0.18822  0.107
H  -0.93284  0.51208  -0.92125  0.119
H  -2.20035  -1.25731  0.86404  0.104
H  -1.56344  -1.03530  2.50397  0.126
H  3.87625  1.04282  -3.95108  0.064
H  -3.88972  -4.70374  -2.28210  0.093
H  6.00381  -0.23723  -2.17334  0.102
H  2.61244  1.59513  -2.06857  0.113
H  0.49787  -0.47484  -0.54724  0.111
H  2.40541  0.60046  0.80691  0.110
H  -0.77605  -3.17911  1.82700  0.126
H  4.20315  -2.51988  0.45112  0.103
H  0.58317  -1.18644  3.51578  0.115
H  4.52625  0.02573  -0.29397  0.093
H  -3.18623  -1.14140  -2.55399  0.105
H  1.06483  2.53741  1.91814  0.155
H  -2.65091  -3.42608  -2.33703  0.092
H  1.86504  -2.94396  -0.15982  0.112
H  2.74975  2.26244  0.32256  0.125
H  5.37256  1.83233  -3.44948  0.073
H  -3.20021  1.20535  -1.86905  0.114
H  4.44785  -0.95166  -2.59348  0.103
H  -5.24556  0.18146  1.72708  0.115
H  -4.22824  -3.18042  -3.13960  0.096
H  -0.95873  3.86043  2.07733  0.125
H  5.42936  0.39077  -4.46407  0.067
H  0.54124  2.32713  -0.88138  0.143
H  -2.76133  2.39149  1.94351  0.132



Number 4 is which compound? C27H36N2O3